Record 1
ORCA calculation (ωB97M-V/def2-TZVPD) on 3 unconnected molecules or ions with the total composition C14H30N3O7P in a non-equilibrium geometry.

Geometry as XYZ:
```
55
Properties=species:S:1:pos:R:3:forces:R:3
P 1.87757 -2.74107 -1.21220 -1.52 2.18 -1.68
O 0.82091 0.59883 -0.82107 -1.09 2.98 -0.88
O 0.48530 2.91140 -0.61458 0.27 -3.77 -0.30
O 2.14397 -4.14881 -0.86852 0.54 0.52 0.07
O -3.68191 3.58287 3.72820 0.09 1.04 0.64
O -2.67063 1.82677 4.41253 1.79 -2.58 1.18
O -2.79709 3.64228 5.80335 0.32 -2.17 -2.58
O 0.75773 1.93248 -2.72261 -1.04 -0.40 4.86
N 0.33502 -2.60566 -1.89829 1.65 -1.84 1.00
N 2.84785 -2.07609 -2.51790 0.76 -0.74 -0.22
N 1.79784 -1.55027 0.11766 1.14 -2.02 -0.52
C 0.61506 1.82703 -1.48138 2.04 0.28 -4.03
C 0.51505 2.23428 0.67827 -2.89 2.78 2.66
C -3.18035 1.48910 3.16117 -0.47 -1.08 -1.53
C 2.91443 -0.63981 -2.90700 0.18 -1.75 1.75
C -2.97035 3.02123 4.75449 -1.77 4.71 2.19
C -0.76686 2.79849 1.47617 2.77 0.16 -0.20
C -4.04788 3.19038 1.42975 -1.11 -0.15 -0.47
C 3.14887 -1.20846 0.67544 -0.63 0.64 -0.48
C 0.44322 0.77910 0.55988 0.81 0.43 -2.28
C 3.17403 -2.98370 -3.71245 -0.88 -0.51 2.77
C -0.52503 -3.75805 -1.85758 -0.31 0.11 -0.06
C 0.65525 -1.54799 1.09489 0.53 -3.16 0.69
C -4.17607 2.59015 2.83060 0.43 0.89 -0.30
C -0.21643 -1.46287 -2.49837 0.46 1.64 -0.40
H -3.03356 3.28146 1.04122 -0.69 0.46 0.45
H -1.76670 2.51325 1.14898 1.25 -0.14 -0.75
H 3.39885 -0.23483 0.25394 0.02 0.54 0.51
H -3.51261 0.45286 3.22373 -0.38 0.20 -0.09
H -0.59055 3.87339 1.43629 -0.66 0.14 0.09
H 2.38101 -3.02066 -4.45934 0.01 0.59 -0.19
H -1.15671 -1.19924 -2.01414 -0.26 0.28 0.09
H 3.95644 -0.35728 -3.05696 0.03 -0.01 -0.38
H -4.60962 2.66144 0.65984 -0.01 -0.62 0.16
H -0.83708 -3.98893 -2.87612 -0.44 -0.03 -0.05
H 0.48695 -0.63476 -2.41119 -0.48 -0.21 0.13
H 3.15919 -3.97628 -3.26227 0.29 -0.25 -0.25
H 2.61189 -0.18441 -1.96404 -0.43 0.96 -0.75
H -0.32618 -1.42931 0.63576 0.44 -0.12 -0.35
H 3.15189 -1.20112 1.76541 -0.05 0.08 -0.04
H -5.21855 2.45559 3.11908 -0.03 -0.54 -0.21
H 4.16877 -2.81788 -4.12609 -0.18 0.41 0.08
H 0.76240 -0.79384 1.87456 0.07 -1.14 0.00
H -2.41110 1.55040 2.39137 -0.02 -0.43 0.61
H 0.53921 -2.42719 1.72863 0.45 -0.92 -0.46
H -0.04970 -4.66022 -1.47258 0.09 0.36 0.21
H 1.19117 0.22311 1.12516 -0.21 2.17 -0.58
H 4.01767 -1.77772 0.34494 -0.52 -0.85 -0.09
H -0.52614 0.30280 0.70672 -0.07 0.79 0.07
H -0.68636 2.50944 2.52406 0.16 -0.02 0.10
H -0.39717 -1.47645 -3.57319 -0.19 -0.81 -0.30
H -4.56766 4.14833 1.41329 0.39 0.25 0.27
H -1.35869 -3.44207 -1.23047 -0.65 -0.66 -0.06
H 1.41803 2.46186 1.24478 0.04 0.69 -0.35
H 2.30539 -0.51329 -3.80208 -0.09 0.69 0.27
```
Forces are in eV/Å.

The charge is 0. The value obtained for the lowest unoccupied orbital energy is 0.054 eV. For the HOMO energy, the calculation gives -8.2943 eV. Its multiplicity is 1. The SMILES is CN(C)P(=O)(N(C)C)N(C)C.C[C@H]1COC(=O)O1.C[C@H]1COC(=O)O1. As for the energy above the lowest of the compared OMol25 structures with the same formula, charge and spin: 611.78 kJ/mol. As for the orbital gap: 8.3 eV.

Record 2
ORCA calculation (ωB97M-V/def2-TZVPD) on a gas-phase ion, C32H38N5O3 (charge +1) in a non-equilibrium geometry.

Geometry as XYZ:
```
78
Properties=species:S:1:pos:R:3:forces:R:3
O -0.06706 4.33536 3.54195 -0.39 -1.52 -0.68
O -0.61153 -7.81932 1.74466 -1.91 1.17 -1.44
O -2.34848 -8.11234 0.41675 1.56 1.70 1.21
N -0.29320 2.07224 3.95367 0.06 0.51 -0.30
N 2.52278 -1.21985 -3.99805 -0.25 -0.21 0.63
N -1.55270 -7.37375 1.04488 0.40 -3.92 0.47
N -1.40226 -1.79485 -1.38910 0.92 -0.20 -3.17
N -0.88800 1.30570 1.92175 -0.13 -0.12 -0.90
C 0.18610 2.13760 5.31766 0.05 -0.34 0.29
C -1.17793 -0.83179 0.86948 0.49 -0.19 -0.16
C -1.72661 -5.96616 0.95565 -0.02 2.23 -0.48
C 0.28159 7.46971 0.30966 0.04 -0.31 0.01
C -2.84511 -5.45320 0.26990 0.45 -0.38 0.55
C 3.67998 -0.51536 -3.54435 0.62 0.21 -0.01
C -1.91284 -1.77261 -0.02902 -1.03 0.57 2.00
C -0.77052 2.75255 1.77039 -0.39 0.32 0.19
C -1.34395 -0.15731 3.88408 -0.14 0.21 -0.01
C 1.02952 0.20668 3.07628 0.17 0.10 0.17
C -0.94197 5.37779 0.24747 0.34 0.33 0.17
C 3.14844 0.68842 -2.75819 0.11 -0.30 0.44
C -0.32199 -2.43354 -3.88802 -0.32 -0.10 0.58
C -2.96897 -4.07942 0.14128 0.27 0.30 0.01
C -0.78361 -3.75133 1.14026 -0.36 -0.11 0.00
C -0.37708 0.81830 3.20952 0.24 -0.08 0.14
C -0.32628 3.19457 3.16821 0.15 0.87 0.62
C 1.67084 0.80915 -3.14299 -0.13 0.01 -0.82
C 1.48240 6.76197 0.45469 -0.23 -0.06 -0.12
C 0.24917 4.68005 0.47057 0.07 0.07 -0.18
C 0.20910 3.18191 0.67397 0.25 -0.08 -0.15
C -0.25065 -1.19142 -1.81366 -0.30 -0.42 -0.27
C -1.49453 -3.02562 -3.44542 -0.33 -0.03 0.13
C -1.91188 -3.21999 0.49179 0.45 -0.40 -0.01
C -1.32474 0.51510 0.89475 0.36 0.05 0.70
C -0.72016 -5.11092 1.44692 -0.48 -0.40 -0.45
C 0.22228 -1.40568 -3.12134 -0.05 0.48 0.39
C -0.92900 6.77498 0.19040 0.17 -0.19 -0.05
C 2.69286 -2.26216 -4.95816 0.18 -0.38 -0.21
C -2.08256 -2.56880 -2.28211 0.30 -0.36 0.35
C 1.46767 5.36650 0.51322 -0.41 0.12 0.20
C 1.27709 -0.53688 -3.79306 0.54 0.25 -0.87
H -1.78468 1.06330 0.05921 -0.19 -0.18 0.51
H 1.21420 2.81009 0.93542 -0.27 0.09 -0.14
H 0.21863 3.18178 5.63855 -0.04 -0.20 -0.22
H 1.30515 -0.26986 4.02650 0.06 0.10 -0.29
H 0.29059 8.56058 0.28408 -0.01 -0.34 0.01
H 2.39214 4.79562 0.63400 -0.24 0.27 0.04
H -3.57573 -6.13634 -0.16241 0.14 0.19 0.35
H 1.76248 0.99515 2.84887 -0.20 -0.24 0.04
H 0.15278 -2.76288 -4.81133 -0.29 0.26 0.24
H 2.43176 7.29423 0.53358 -0.31 -0.12 -0.05
H 0.99604 1.12491 -2.34583 0.18 0.03 0.02
H 1.07681 -0.54499 2.28506 0.06 0.11 0.18
H 0.88708 -0.29876 -4.81255 -0.42 -0.18 0.57
H 0.07232 -3.12673 1.41109 -0.39 -0.25 -0.09
H 3.25939 0.48949 -1.68959 0.01 0.16 -0.02
H -0.91381 -0.50449 4.82910 -0.13 0.05 -0.17
H 0.12286 -5.53139 1.99149 -0.21 0.07 -0.21
H -1.87771 4.82013 0.15124 0.21 0.32 0.06
H -3.87813 -3.66400 -0.30107 0.27 -0.20 0.14
H -1.96478 -3.84556 -3.98505 -0.08 0.41 -0.03
H 3.57521 -2.06148 -5.58749 -0.22 -0.08 0.10
H -1.77156 3.18710 1.57903 0.44 -0.13 0.07
H 2.84328 -3.24087 -4.47347 -0.02 0.08 -0.24
H 0.27473 -0.56804 -1.07962 -0.41 -0.25 -0.38
H -1.86864 7.31501 0.06361 0.31 -0.10 0.00
H -1.52812 -1.01811 3.23833 -0.01 0.10 0.33
H 3.70210 1.59579 -3.00755 -0.09 -0.11 0.19
H 4.30366 -0.19687 -4.39868 -0.09 -0.01 0.12
H 4.30832 -1.17368 -2.92334 -0.01 0.27 -0.07
H -0.09443 2.68502 -0.26198 0.08 0.05 0.16
H 1.19121 1.70295 5.41235 -0.17 0.16 -0.03
H -0.44924 -1.30420 1.52089 -0.58 0.29 0.02
H -0.49069 1.58156 5.97500 0.11 0.13 -0.05
H 1.58760 1.54072 -3.95715 -0.10 0.03 0.39
H -2.29747 0.34938 4.07910 0.21 -0.14 -0.02
H -3.06966 -2.89354 -1.96868 0.38 0.01 -0.11
H 1.82348 -2.34446 -5.62113 0.27 0.10 -0.02
H -2.97336 -1.45283 -0.06593 0.45 -0.15 -0.38
```
Forces are in eV/Å.

The charge is +1. The value obtained for the lowest unoccupied orbital energy is -4.084 eV. For the HOMO energy, the calculation gives -10.8390 eV. Its multiplicity is 1. The SMILES is CN1CCC[C@@H]1c1ccc[n+]([C@H](/C=C/N2[C@H](Cc3ccccc3)C(=O)N(C)C2(C)C)c2ccc([N+](=O)[O-])cc2)c1. As for the energy above the lowest of the compared OMol25 structures with the same formula, charge and spin: 0.00 kJ/mol. As for the orbital gap: 6.8 eV.

Record 3
ORCA calculation (ωB97M-V/def2-TZVPD) on a molecular structure, C22H23N11O3SW.

Geometry as XYZ:
```
61
Properties=species:S:1:pos:R:3:forces:R:3
W -0.75522 0.58411 -0.19936 0.31 0.23 0.15
S 0.56000 -2.50142 1.30599 0.06 -0.06 0.04
O -0.08750 -1.13842 1.14712 -0.26 0.35 -0.23
O -1.44621 -1.11557 -1.12392 0.05 0.36 0.25
O -0.67956 0.97891 -2.14687 0.06 -0.21 0.66
N 3.55939 0.94539 -0.58400 0.01 -0.04 0.23
N 2.28532 1.93140 1.17167 0.00 0.02 0.11
N 1.97775 -0.11743 -1.61674 -0.04 -0.22 0.08
N 0.02825 1.30966 1.69101 0.28 0.06 -0.28
N -0.67604 1.23003 2.85638 -0.06 -0.10 -0.09
N 1.40941 0.51721 -0.55984 -0.34 0.15 0.32
N -1.54915 2.51022 -0.18795 -0.11 -0.13 -0.18
N 0.09724 1.58134 3.81090 -0.09 0.01 0.12
N 1.32726 1.88815 3.35702 0.13 0.01 -0.10
N -2.63948 0.47225 0.82784 0.53 -0.26 0.18
N 3.23468 0.13412 -1.60800 0.01 0.09 -0.19
C 1.33575 3.11564 -4.25968 0.02 -0.01 -0.06
C 1.36404 -2.97377 -0.25265 -0.04 0.05 -0.01
C -0.41755 3.14380 -0.43599 -0.07 -0.48 0.29
C 1.25172 1.70666 2.05451 -0.17 0.03 0.03
C -3.07764 -0.65219 1.29022 0.02 0.15 -0.28
C 0.21945 3.13773 -1.73324 0.01 0.03 -0.25
C -3.27298 1.71823 1.28210 -0.08 -0.02 -0.05
C -2.08830 -2.07518 -0.50012 -0.13 -0.15 -0.14
C -2.68636 -4.42691 -0.49033 0.04 0.00 -0.03
C 2.14371 -2.18653 2.15050 -0.03 0.03 -0.05
C -2.79023 -1.93209 0.72553 0.00 -0.06 -0.06
C -3.39544 -3.05431 1.32329 0.05 -0.02 -0.06
C 2.41776 1.14956 0.04284 0.00 0.01 -0.32
C -2.36885 2.89607 0.94718 -0.01 -0.02 0.00
C 1.60156 4.17878 -3.40190 0.03 0.01 -0.05
C 0.53948 2.05328 -3.86640 -0.10 0.05 0.11
C -0.01290 2.05186 -2.58960 0.09 0.14 -0.23
C -2.08979 -3.34802 -1.10142 0.04 -0.06 0.00
C -3.33405 -4.29663 0.74298 -0.02 0.04 0.04
C 3.25121 -2.21631 1.10181 -0.02 0.01 0.03
C 1.04736 4.18575 -2.13638 -0.10 -0.12 0.02
C 2.82713 -3.25569 0.06826 0.03 -0.04 -0.01
H -3.92490 -2.91502 2.25852 -0.01 0.01 0.01
H -0.02992 3.84667 0.30879 0.00 -0.05 0.04
H -3.49178 1.66660 2.34907 0.03 0.02 0.00
H 3.42558 -3.19384 -0.84046 0.00 0.02 0.00
H 0.37198 1.19876 -4.50659 0.01 -0.01 0.00
H 3.36036 -1.24034 0.63002 -0.01 0.00 -0.01
H -2.97457 3.76025 0.66717 0.01 0.00 0.02
H 1.25937 -2.11205 -0.91393 -0.02 0.01 -0.02
H 2.01510 -1.23630 2.66997 -0.01 -0.01 0.01
H 4.20720 -2.46830 1.56062 0.01 0.02 -0.01
H -1.73753 3.17641 1.79491 -0.03 -0.02 0.01
H -4.21120 1.80910 0.72956 0.00 0.03 0.04
H -1.58759 -3.44572 -2.05513 0.00 0.00 0.00
H 2.24985 -2.97666 2.89504 0.01 -0.04 -0.03
H 2.24777 4.98501 -3.72029 0.00 0.00 0.01
H -3.78902 -0.65846 2.11745 -0.08 0.20 -0.05
H 2.94399 -4.26369 0.47548 -0.01 0.00 0.00
H 1.24129 5.00240 -1.45115 0.00 0.01 0.01
H 1.78759 3.09885 -5.24316 0.00 0.00 0.00
H 0.81780 -3.81580 -0.67037 -0.01 -0.04 0.02
H -3.79633 -5.15298 1.21298 0.00 0.01 0.02
H -2.65299 -5.39525 -0.97450 0.01 0.01 -0.01
H 3.15675 2.20064 1.60323 0.00 0.00 -0.02
```
Forces are in eV/Å.

The charge is 0. The value obtained for the lowest unoccupied orbital energy (alpha / beta) is -0.928 / -0.918 eV. For the HOMO energy (alpha / beta), the calculation gives -7.2826 / -7.3149 eV. Its multiplicity is 1. As for the energy above the lowest of the compared OMol25 structures with the same formula, charge and spin: 118.96 kJ/mol. As for the orbital gap (alpha / beta): 6.4 / 6.4 eV.